{"formula": "C27H50AlBBeBr2Ca2F7IMgN2O9P", "method": "ωB97M-V/def2-TZVPD", "total_energy_ha": -10167.52941, "charge": 1, "multiplicity": 1, "orbital_gap_ev": 1.67, "e_homo_ev": -9.269, "symbols": ["C", "C", "C", "N", "P", "C", "O", "C", "C", "C", "C", "C", "C", "C", "B", "N", "O", "C", "I", "C", "C", "C", "Br", "C", "C", "Br", "H", "H", "H", "H", "H", "H", "H", "H", "H", "H", "H", "H", "H", "H", "H", "H", "H", "H", "H", "H", "H", "H", "H", "H", "H", "H", "H", "H", "H", "H", "H", "H", "H", "H", "H", "H", "H", "H", "H", "H", "Ca", "C", "C", "O", "C", "O", "O", "C", "H", "H", "H", "H", "H", "H", "H", "H", "F", "F", "Mg", "F", "Ca", "C", "C", "C", "O", "C", "C", "C", "O", "O", "O", "H", "H", "F", "Al", "F", "F", "F", "Be"], "xyz": [[-4.430, 1.177, -1.153], [-4.045, 0.016, -0.070], [-3.082, -1.207, -0.700], [-1.760, -1.302, -0.090], [-0.316, -0.598, -0.870], [-0.277, -1.942, -2.273], [-1.417, 0.339, -1.838], [-1.367, 0.396, -3.220], [-2.418, -0.316, -4.257], [-1.556, -0.743, -5.637], [-3.555, 0.732, -4.897], [-4.999, 0.037, -5.212], [-4.941, -1.492, -5.793], [-6.081, 0.134, -3.939], [-0.501, 0.718, 0.544], [-1.179, 2.041, 0.091], [-0.225, 0.667, 1.960], [0.600, -1.882, 0.222], [-0.746, -3.591, 0.845], [1.946, -2.600, -0.294], [1.975, -4.231, -0.416], [1.249, 0.316, -1.419], [2.521, 0.492, 0.243], [1.449, 1.866, -1.708], [3.107, 2.023, -2.051], [0.708, 2.943, -3.185], [-5.599, 1.251, -1.311], [-3.949, 0.867, -2.170], [-4.062, 2.211, -0.737], [-3.559, 0.544, 0.853], [-5.088, -0.412, 0.326], [-3.250, -1.397, -1.830], [-3.657, -2.158, -0.229], [-1.928, -0.887, 0.879], [0.048, -3.016, -1.965], [-1.383, -2.231, -2.642], [0.437, -1.658, -3.171], [-0.307, 0.325, -3.770], [-1.692, 1.535, -3.455], [-2.881, -1.327, -3.927], [-1.252, 0.207, -6.267], [-2.175, -1.506, -6.312], [-0.564, -1.257, -5.294], [-3.167, 1.196, -5.926], [-3.762, 1.656, -4.195], [-5.506, 0.696, -6.069], [-6.060, -1.775, -6.096], [-4.306, -1.541, -6.774], [-4.603, -2.221, -4.943], [-6.166, 1.276, -3.608], [-5.700, -0.474, -3.013], [-7.167, -0.181, -4.271], [-0.603, 2.845, 0.449], [-2.117, 2.141, 0.538], [-1.116, 0.486, 2.424], [0.825, -1.518, 1.316], [2.825, -2.374, 0.486], [2.385, -2.209, -1.333], [3.045, -4.474, -0.897], [2.020, -4.805, 0.628], [1.215, -4.699, -1.175], [1.857, -0.305, -2.237], [1.333, 2.615, -0.771], [3.666, 2.643, -1.232], [3.596, 1.001, -2.341], [3.282, 2.678, -3.037], [-1.884, -0.934, -8.063], [5.750, -0.963, 6.824], [4.898, -2.166, 6.459], [3.537, -1.782, 6.228], [3.290, -1.184, 5.037], [4.112, -0.953, 4.163], [1.976, -0.851, 4.995], [1.606, -0.114, 3.832], [5.312, -0.424, 7.671], [6.766, -1.274, 7.087], [5.812, -0.252, 5.995], [4.889, -2.870, 7.297], [5.302, -2.703, 5.592], [1.907, -0.635, 2.916], [2.046, 0.886, 3.870], [0.516, -0.014, 3.826], [-7.160, -1.307, -2.575], [4.326, -5.395, -0.377], [-1.305, 4.708, -3.087], [3.077, 3.767, 0.278], [-1.659, -3.877, -3.057], [-0.018, 3.932, 5.952], [0.591, 4.945, 6.593], [1.270, 5.936, 5.652], [1.825, 6.977, 6.019], [1.272, 5.635, 4.196], [0.674, 4.614, 3.557], [-0.095, 3.682, 4.489], [-0.777, 2.725, 4.109], [0.677, 4.358, 2.313], [0.655, 5.157, 7.843], [-0.537, 3.182, 6.537], [1.836, 6.355, 3.615], [7.569, -1.830, 2.635], [6.497, -2.816, 1.576], [7.485, -3.615, 0.299], [5.269, -1.748, 0.805], [5.665, -4.071, 2.565], [1.451, -2.822, 4.548]], "mulliken_charge": [-0.3384, -0.5042, -0.1830, -0.5052, 3.3771, -0.5353, 0.9384, -1.6658, 2.1926, -1.8046, -0.7044, -0.0218, -0.5261, -0.8976, -0.3579, -0.4295, 0.0910, -1.0371, -0.0185, 0.2925, -1.0954, -1.6129, 0.2929, 0.4817, -0.8784, -0.1657, 0.3389, -0.3649, 0.3000, 0.0879, 0.5187, -0.6347, 0.3213, 0.2875, 0.0874, -0.1166, -0.2350, 0.3265, -0.3479, -1.0718, 0.5296, 0.4046, 0.1341, 0.5708, 0.3586, 0.2736, 0.4813, -0.0498, -0.0160, 0.2342, 0.1562, 0.3205, 0.1616, 0.2208, 0.2835, 0.3232, 0.0301, 0.0866, 0.5243, 0.3386, -0.0288, 0.3678, -0.0208, 0.2724, 0.2816, 0.3407, 1.1800, -1.1460, -0.1017, -0.3182, 0.5592, -0.4355, -0.4545, -0.2827, 0.3231, 0.3727, 0.3330, 0.2791, 0.3197, 0.0384, 0.3235, 0.2292, -0.8203, -0.5474, 0.5609, -0.7758, 1.2003, -0.2169, 0.2149, 0.2967, -0.4979, -0.1938, 0.3493, 0.5114, -0.5255, -0.4594, -0.5300, 0.4807, 0.5312, -0.4949, 0.8941, -0.4658, -0.3823, -0.5044, 0.6944]}

{"formula": "C27H50BBrNO6", "method": "ωB97M-V/def2-TZVPD", "total_energy_ha": -4163.90297, "charge": -1, "multiplicity": 1, "orbital_gap_ev": 7.35, "e_homo_ev": -5.214, "symbols": ["C", "C", "O", "B", "Br", "C", "C", "C", "N", "C", "C", "H", "H", "H", "H", "H", "H", "H", "H", "H", "H", "C", "C", "C", "O", "C", "H", "H", "H", "H", "H", "H", "H", "H", "C", "C", "C", "O", "C", "H", "H", "H", "H", "H", "H", "H", "H", "C", "C", "C", "O", "C", "H", "H", "H", "H", "H", "H", "H", "H", "C", "C", "C", "O", "C", "H", "H", "H", "H", "H", "H", "H", "H", "C", "C", "C", "O", "C", "H", "H", "H", "H", "H", "H", "H", "H"], "xyz": [[6.997, -0.024, -2.038], [5.774, 0.731, -2.567], [4.748, -0.103, -3.028], [4.025, -0.885, -2.032], [4.629, -2.884, -2.161], [2.432, -0.757, -2.267], [1.863, 0.514, -2.412], [0.504, 0.668, -2.600], [-0.388, -0.327, -2.641], [0.164, -1.538, -2.494], [1.514, -1.801, -2.325], [6.945, -0.157, -0.961], [7.036, -1.010, -2.495], [7.913, 0.504, -2.299], [6.097, 1.364, -3.395], [5.392, 1.401, -1.787], [4.285, -0.529, -0.895], [2.490, 1.395, -2.399], [0.108, 1.668, -2.738], [-0.523, -2.376, -2.524], [1.848, -2.822, -2.233], [-1.670, -1.351, 2.533], [-2.803, -1.214, 1.519], [-2.098, -1.569, 0.218], [-1.083, -2.510, 0.563], [-0.911, -2.550, 1.979], [-2.002, -1.500, 3.559], [-1.036, -0.461, 2.507], [-3.593, -1.938, 1.738], [-3.251, -0.219, 1.492], [-1.622, -0.696, -0.240], [-2.765, -2.017, -0.521], [-1.323, -3.491, 2.362], [0.155, -2.523, 2.206], [-0.423, -0.548, 7.702], [-1.192, -1.804, 8.108], [-1.648, -2.332, 6.754], [-0.641, -1.952, 5.818], [0.246, -1.004, 6.411], [0.293, -0.211, 8.450], [-1.118, 0.270, 7.501], [-0.520, -2.519, 8.587], [-2.023, -1.611, 8.785], [-2.601, -1.882, 6.454], [-1.758, -3.417, 6.733], [1.205, -1.493, 6.612], [0.415, -0.190, 5.706], [6.677, 1.439, -7.809], [6.412, 0.109, -7.105], [7.343, 0.202, -5.905], [7.434, 1.593, -5.578], [6.864, 2.376, -6.622], [5.871, 1.754, -8.470], [7.598, 1.381, -8.394], [5.376, 0.059, -6.767], [6.612, -0.764, -7.725], [8.349, -0.163, -6.146], [6.966, -0.345, -5.040], [5.903, 2.777, -6.280], [7.530, 3.214, -6.841], [-6.722, -1.198, 0.878], [-6.825, 0.325, 0.868], [-7.773, 0.572, 2.034], [-7.542, -0.480, 2.975], [-6.744, -1.500, 2.369], [-5.829, -1.578, 0.384], [-7.596, -1.638, 0.390], [-5.848, 0.770, 1.066], [-7.193, 0.734, -0.071], [-8.820, 0.530, 1.712], [-7.603, 1.530, 2.527], [-5.736, -1.455, 2.795], [-7.175, -2.476, 2.598], [-2.509, 3.494, 1.130], [-1.907, 3.028, -0.194], [-3.018, 2.145, -0.739], [-4.251, 2.699, -0.253], [-3.976, 3.668, 0.757], [-2.062, 4.409, 1.518], [-2.402, 2.713, 1.887], [-1.740, 3.881, -0.855], [-0.965, 2.492, -0.086], [-2.925, 1.121, -0.370], [-3.039, 2.112, -1.828], [-4.166, 4.669, 0.352], [-4.652, 3.503, 1.598]], "mulliken_charge": [-1.2159, -0.3230, -0.6597, 0.8404, -0.5002, 0.4105, -0.4596, -0.3855, -0.5968, -0.3745, -0.3642, 0.3474, 0.2557, 0.3396, 0.3922, 0.2785, -0.2590, 0.2547, 0.4265, 0.3525, 0.2687, -0.4126, 0.4057, -0.4093, -0.4222, -0.5970, 0.1209, 0.2299, -0.0824, 0.1628, 0.0209, 0.3091, 0.2573, 0.3559, -0.5533, -0.5435, -0.4510, -0.3492, -0.3655, 0.3432, 0.2662, 0.2567, 0.3251, 0.2705, 0.3125, 0.2580, 0.2574, -0.5501, -0.6182, -0.0593, -0.3862, -0.4218, 0.3361, 0.2506, 0.2433, 0.3768, 0.2652, 0.0362, 0.2666, 0.2713, -0.5423, 0.0976, -0.5323, -0.4493, -0.2540, 0.2463, 0.3257, -0.2563, 0.3796, 0.2612, 0.2935, 0.1315, 0.3258, -0.5142, -0.4642, 0.1939, -0.4586, -0.4078, 0.3765, 0.1730, 0.2361, 0.3188, -0.3793, 0.3501, 0.2933, 0.2504]}

{"formula": "C27H50Br2Cl38O2", "method": "ωB97M-V/def2-TZVPD", "total_energy_ha": -23844.52508, "charge": 0, "multiplicity": 1, "orbital_gap_ev": 9.23, "e_homo_ev": -9.101, "de_lowest_kcal_mol": 0.00, "symbols": ["C", "C", "C", "C", "O", "C", "O", "C", "Br", "C", "C", "Br", "H", "H", "H", "H", "H", "H", "H", "H", "H", "H", "H", "H", "C", "Cl", "Cl", "H", "H", "C", "Cl", "Cl", "H", "H", "C", "Cl", "Cl", "H", "H", "C", "Cl", "Cl", "H", "H", "C", "Cl", "Cl", "H", "H", "C", "Cl", "Cl", "H", "H", "C", "Cl", "Cl", "H", "H", "C", "Cl", "Cl", "H", "H", "C", "Cl", "Cl", "H", "H", "C", "Cl", "Cl", "H", "H", "C", "Cl", "Cl", "H", "H", "C", "Cl", "Cl", "H", "H", "C", "Cl", "Cl", "H", "H", "C", "Cl", "Cl", "H", "H", "C", "Cl", "Cl", "H", "H", "C", "Cl", "Cl", "H", "H", "C", "Cl", "Cl", "H", "H", "C", "Cl", "Cl", "H", "H", "C", "Cl", "Cl", "H", "H"], "xyz": [[4.413, 1.546, -0.805], [3.690, 2.839, -1.236], [2.949, 2.643, -2.580], [1.554, 3.311, -2.708], [1.202, 4.131, -1.567], [1.168, 5.450, -1.764], [2.046, 6.078, -2.253], [0.415, 2.336, -2.972], [-0.231, 2.442, -4.768], [-0.159, 1.486, -2.111], [-1.348, 0.591, -2.336], [0.563, 1.342, -0.360], [3.710, 0.709, -0.732], [5.220, 1.287, -1.502], [4.870, 1.697, 0.179], [3.017, 3.125, -0.429], [4.466, 3.593, -1.389], [2.873, 1.573, -2.812], [3.581, 3.076, -3.367], [1.591, 3.969, -3.582], [0.247, 5.924, -1.406], [-2.238, 1.028, -1.858], [-1.556, 0.458, -3.400], [-1.192, -0.394, -1.881], [-3.396, 0.796, 1.353], [-4.120, 1.258, -0.188], [-2.606, -0.783, 1.271], [-2.658, 1.550, 1.609], [-4.178, 0.753, 2.103], [-4.594, -3.371, 4.062], [-2.877, -3.727, 3.833], [-4.983, -1.695, 3.669], [-5.171, -4.017, 3.411], [-4.847, -3.548, 5.101], [-9.181, -1.335, 4.652], [-7.961, -2.533, 5.105], [-8.703, -0.390, 3.238], [-10.101, -1.858, 4.420], [-9.319, -0.659, 5.487], [2.854, -2.812, -2.355], [1.813, -1.648, -1.528], [4.058, -3.504, -1.252], [2.242, -3.615, -2.746], [3.373, -2.301, -3.158], [-6.681, 3.971, 0.683], [-7.183, 2.303, 0.972], [-5.568, 4.526, 1.945], [-6.179, 4.014, -0.275], [-7.557, 4.609, 0.697], [-4.248, 1.441, 5.545], [-2.940, 2.628, 5.507], [-5.496, 1.763, 4.330], [-3.829, 0.460, 5.348], [-4.714, 1.468, 6.523], [-3.687, 6.741, -2.243], [-4.151, 6.092, -0.667], [-2.371, 5.807, -2.971], [-4.545, 6.696, -2.903], [-3.354, 7.764, -2.112], [-0.153, 1.268, 3.366], [1.559, 0.959, 3.056], [-0.592, 2.948, 3.032], [-0.727, 0.613, 2.722], [-0.338, 1.045, 4.412], [-0.692, -5.803, -4.514], [1.071, -5.779, -4.677], [-1.277, -4.700, -3.252], [-1.124, -5.497, -5.457], [-0.999, -6.808, -4.252], [0.151, -1.192, -5.364], [1.731, -0.684, -4.749], [0.214, -2.755, -6.183], [-0.536, -1.281, -4.530], [-0.185, -0.436, -6.064], [-2.654, 4.144, -7.332], [-3.334, 4.934, -8.758], [-2.051, 2.520, -7.688], [-1.828, 4.742, -6.966], [-3.429, 4.061, -6.580], [5.178, -6.959, -1.809], [3.864, -7.900, -1.092], [5.350, -7.264, -3.543], [4.954, -5.909, -1.667], [6.105, -7.234, -1.320], [0.754, 3.926, 7.765], [-0.435, 2.930, 8.618], [0.746, 3.650, 6.021], [0.517, 4.968, 7.948], [1.737, 3.681, 8.148], [6.787, -2.394, 1.125], [8.251, -1.582, 1.688], [7.147, -3.979, 0.421], [6.121, -2.540, 1.967], [6.318, -1.783, 0.362], [10.843, -5.013, 0.310], [10.494, -6.693, 0.741], [11.973, -4.254, 1.436], [11.283, -4.999, -0.680], [9.912, -4.461, 0.333], [-0.723, -1.274, 7.785], [-2.325, -1.985, 7.550], [-0.204, -0.283, 6.415], [-0.753, -0.642, 8.664], [-0.009, -2.079, 7.909], [1.390, -3.506, 1.669], [2.852, -4.419, 2.057], [0.783, -2.586, 3.051], [1.630, -2.804, 0.881], [0.625, -4.202, 1.347], [3.933, 6.381, 0.944], [4.676, 4.836, 1.367], [3.403, 7.284, 2.370], [4.663, 6.978, 0.410], [3.073, 6.185, 0.319], [-4.889, -6.686, -6.145], [-3.771, -7.886, -6.805], [-4.071, -5.555, -5.060], [-5.318, -6.126, -6.967], [-5.659, -7.203, -5.585]], "mulliken_charge": [-1.2620, -0.1162, -0.6071, -0.6786, -0.1016, -0.1722, -0.5063, 0.0936, -0.1402, 0.7581, -1.0340, 0.0240, 0.2147, 0.3747, 0.3214, 0.2027, 0.3547, 0.1051, 0.4316, 0.7822, 0.4572, -0.1618, 0.4007, 0.3186, 0.6347, -0.2530, -0.0941, -0.1181, -0.1821, -0.5884, -0.1117, 0.0274, 0.3758, 0.3014, -0.3764, -0.1319, -0.0759, 0.3183, 0.2650, -0.4751, 0.0119, -0.0710, 0.1768, 0.3238, -0.3652, -0.0998, -0.1499, 0.2466, 0.3611, -0.1798, -0.0779, -0.0890, 0.0083, 0.3800, -0.4271, -0.0804, -0.0732, 0.2901, 0.3125, 1.2117, -0.1312, -0.1960, -0.2553, -0.6678, -0.4187, -0.1349, -0.1183, 0.2692, 0.3833, 0.0685, -0.1096, -0.1569, -0.0642, 0.2486, -0.1792, -0.1675, -0.1586, 0.2218, 0.2597, 0.4564, -0.1562, -0.1718, -0.3466, 0.2503, -0.3971, -0.1448, -0.0511, 0.3068, 0.2879, 0.0075, -0.1704, -0.1617, 0.2557, 0.0681, 0.1808, -0.1599, -0.1596, 0.2660, -0.1267, -0.4310, -0.1369, -0.0336, 0.2874, 0.3106, 0.3178, -0.1611, -0.0946, -0.3843, 0.3051, 0.2894, -0.1408, -0.1724, 0.3081, -0.2895, -0.2829, -0.1504, -0.0961, 0.2718, 0.2724]}